Arrangement one

ORCA calculation (ωB97M-V with the def2-TZVPD basis set) on a 8-piece molecular cluster, C24H56N8O8 overall.

The geometry in XYZ format:
```
96
Properties=species:S:1:pos:R:3
C 7.954 -8.501 -18.444
O 8.166 -7.338 -18.738
N 7.728 -9.013 -17.217
C 7.716 -8.167 -15.970
C 7.625 -10.453 -16.973
H 7.890 -9.336 -19.160
H 8.500 -8.426 -15.258
H 6.799 -8.515 -15.494
H 7.711 -7.119 -16.269
H 8.490 -10.744 -16.376
H 6.770 -10.592 -16.311
H 7.579 -11.131 -17.825
C 0.912 -6.103 -15.258
O 1.207 -6.930 -14.389
N -0.086 -6.248 -16.162
C -0.258 -5.172 -17.132
C -0.904 -7.434 -16.344
H 1.500 -5.176 -15.348
H -1.313 -4.902 -17.190
H 0.082 -5.527 -18.104
H 0.343 -4.298 -16.882
H -1.901 -7.185 -15.981
H -0.973 -7.646 -17.411
H -0.573 -8.287 -15.752
C 11.446 0.869 -22.978
O 11.785 0.230 -23.956
N 11.289 0.449 -21.719
C 10.914 1.402 -20.684
C 11.547 -0.956 -21.260
H 11.177 1.933 -23.060
H 10.167 1.005 -19.997
H 10.467 2.359 -20.953
H 11.787 1.744 -20.128
H 10.737 -1.366 -20.657
H 11.638 -1.670 -22.079
H 12.405 -0.932 -20.588
C 2.257 -16.765 -14.192
O 1.209 -17.395 -14.236
N 2.807 -16.572 -12.988
C 4.101 -15.876 -13.029
C 2.385 -17.197 -11.776
H 2.692 -16.235 -15.054
H 4.816 -16.698 -12.984
H 4.340 -15.173 -12.231
H 4.238 -15.279 -13.931
H 2.706 -18.239 -11.738
H 2.813 -16.796 -10.857
H 1.302 -17.127 -11.675
C 12.755 -8.120 -24.152
O 13.961 -8.026 -24.005
N 12.024 -7.277 -24.937
C 10.563 -7.334 -24.989
C 12.582 -6.274 -25.796
H 12.222 -8.855 -23.529
H 10.121 -7.005 -25.929
H 9.977 -6.696 -24.327
H 10.264 -8.342 -24.702
H 13.659 -6.184 -25.656
H 12.309 -6.544 -26.816
H 12.131 -5.295 -25.630
C 10.215 -11.191 -10.559
O 9.484 -11.958 -11.200
N 9.749 -10.054 -10.004
C 10.751 -9.004 -9.679
C 8.350 -9.594 -10.042
H 11.277 -11.327 -10.304
H 10.690 -8.117 -10.308
H 11.732 -9.412 -9.923
H 10.595 -8.574 -8.690
H 7.673 -10.365 -10.410
H 8.050 -9.336 -9.027
H 8.148 -8.733 -10.679
C 8.388 -19.490 -17.220
O 7.443 -18.728 -17.492
N 9.492 -19.124 -16.516
C 10.524 -20.066 -16.298
C 9.639 -17.833 -15.812
H 8.446 -20.566 -17.445
H 10.469 -20.359 -15.250
H 11.408 -19.438 -16.414
H 10.636 -20.926 -16.958
H 10.523 -17.274 -16.118
H 8.778 -17.184 -15.970
H 9.796 -18.054 -14.756
C 4.247 -1.432 -24.471
O 3.931 -0.561 -25.275
N 3.471 -1.854 -23.463
C 2.107 -1.403 -23.115
C 3.804 -2.949 -22.599
H 5.220 -1.941 -24.554
H 1.457 -2.257 -22.924
H 1.592 -0.755 -23.824
H 2.158 -0.864 -22.169
H 2.995 -3.678 -22.564
H 4.696 -3.409 -23.025
H 3.941 -2.724 -21.542
```

Its SMILES is CN(C)C=O.CN(C)C=O.CN(C)C=O.CN(C)C=O.CN(C)C=O.CN(C)C=O.CN(C)C=O.CN(C)C=O. The calculation puts the lowest unoccupied orbital energy at 0.205 eV.

Arrangement two

ORCA calculation (ωB97M-V with the def2-TZVPD basis set) on a 8-piece molecular cluster, C24H56N8O8 overall.

The geometry in XYZ format:
```
96
Properties=species:S:1:pos:R:3
C 7.384 -24.698 19.727
O 8.115 -24.812 20.762
N 6.083 -25.124 19.682
C 5.436 -25.753 20.822
C 5.325 -24.955 18.427
H 7.622 -24.146 18.805
H 6.022 -25.915 21.727
H 5.141 -26.759 20.526
H 4.517 -25.232 21.092
H 4.355 -24.471 18.544
H 5.795 -24.457 17.579
H 4.988 -25.913 18.033
C -0.506 -28.603 13.776
O 0.461 -28.368 13.014
N -0.450 -29.209 15.001
C 0.834 -29.771 15.513
C -1.749 -29.504 15.729
H -1.552 -28.337 13.557
H 0.582 -30.497 16.286
H 1.537 -28.999 15.825
H 1.232 -30.501 14.809
H -2.655 -29.181 15.214
H -1.859 -30.586 15.797
H -1.735 -28.951 16.668
C 9.948 -22.958 13.260
O 9.998 -23.047 14.499
N 9.823 -21.795 12.596
C 9.736 -20.536 13.362
C 9.986 -21.597 11.151
H 10.198 -23.822 12.625
H 9.063 -20.648 14.212
H 9.377 -19.628 12.878
H 10.726 -20.311 13.758
H 10.995 -21.197 11.045
H 9.801 -22.452 10.501
H 9.265 -20.862 10.794
C 1.169 -15.480 9.662
O 2.353 -15.372 9.966
N 0.478 -14.545 8.946
C -0.948 -14.710 8.808
C 1.017 -13.223 8.545
H 0.461 -16.207 10.091
H -1.514 -14.051 9.467
H -1.415 -15.695 8.796
H -1.119 -14.265 7.828
H 0.513 -12.433 9.102
H 2.100 -13.098 8.571
H 0.672 -13.195 7.512
C 7.413 -15.592 14.679
O 7.041 -16.603 15.324
N 8.557 -14.931 15.005
C 8.970 -13.746 14.352
C 9.426 -15.305 16.078
H 6.957 -15.061 13.829
H 9.956 -13.711 13.891
H 9.052 -12.995 15.138
H 8.240 -13.364 13.638
H 9.337 -14.508 16.817
H 9.209 -16.115 16.774
H 10.449 -15.408 15.716
C -3.457 -25.060 18.304
O -2.434 -25.375 18.924
N -4.678 -25.514 18.565
C -5.903 -25.044 17.991
C -4.893 -26.600 19.544
H -3.496 -24.331 17.480
H -5.918 -23.982 17.748
H -6.727 -25.501 18.539
H -6.024 -25.493 17.005
H -5.568 -27.299 19.051
H -4.068 -27.186 19.948
H -5.532 -26.278 20.366
C 1.577 -22.994 13.753
O 0.337 -22.619 13.807
N 2.595 -22.182 13.432
C 3.886 -22.726 12.960
C 2.436 -20.721 13.312
H 1.869 -24.045 13.903
H 3.940 -22.823 11.875
H 4.077 -23.732 13.333
H 4.758 -22.174 13.309
H 2.571 -20.497 12.254
H 1.476 -20.318 13.633
H 3.179 -20.114 13.830
C 5.812 -29.669 13.078
O 6.359 -28.550 13.217
N 5.942 -30.734 13.963
C 5.601 -32.051 13.540
C 6.422 -30.596 15.272
H 5.168 -29.951 12.230
H 4.973 -32.626 14.221
H 6.537 -32.567 13.751
H 5.315 -32.312 12.521
H 5.748 -30.985 16.035
H 7.295 -31.245 15.333
H 6.657 -29.569 15.555
```

Its SMILES is CN(C)C=O.CN(C)C=O.CN(C)C=O.CN(C)C=O.CN(C)C=O.CN(C)C=O.CN(C)C=O.CN(C)C=O. The calculation puts the lowest unoccupied orbital energy at 0.430 eV.

How do the energies compare? Relative to the most stable structure, in hartree: arrangement one 0.0000; arrangement two 0.0507.

Arrangement one

ORCA calculation (ωB97M-V with the def2-TZVPD basis set) on a 2-piece molecular cluster, C10H11N overall.

The geometry in XYZ format:
```
22
Properties=species:S:1:pos:R:3
C 0.512 -0.917 -1.622
C -0.642 -1.474 -1.248
H 1.180 -1.421 -2.330
H 0.823 0.058 -1.233
H -0.953 -2.449 -1.638
H -1.311 -0.971 -0.541
C -2.011 0.513 0.524
C -2.034 -0.627 1.296
C 1.415 1.855 -0.435
C 2.162 0.859 0.230
C 0.029 1.851 -0.413
C 1.536 -0.162 0.931
C -0.637 0.830 0.289
C 0.138 -0.163 0.951
N -0.743 -1.031 1.552
H -2.886 1.056 0.168
H -2.879 -1.191 1.690
H 1.947 2.647 -0.979
H 3.259 0.893 0.191
H -0.541 2.632 -0.934
H 2.119 -0.936 1.447
H -0.482 -1.851 2.104
```

Its SMILES is c1ccc2[nH]ccc2c1.C=C. The calculation puts the lowest unoccupied orbital energy at 0.950 eV.

Arrangement two

ORCA calculation (ωB97M-V with the def2-TZVPD basis set) on a 4-piece molecular cluster, C10H11N overall.

The geometry in XYZ format:
```
22
Properties=species:S:1:pos:R:3
C -1.704 -0.707 -1.752
C -0.886 0.478 -0.868
C -1.214 1.724 -0.630
C -1.548 2.994 -0.443
C 0.326 0.028 -0.131
C 1.169 -1.085 -0.273
C 1.959 -1.623 0.762
C 2.239 -0.807 1.716
C 1.936 0.699 1.467
C 0.835 1.065 0.852
H -1.666 -1.514 0.684
H -0.979 -2.881 -1.025
H -1.232 -1.105 -2.707
H -2.643 -0.381 -2.000
H -1.291 3.876 -0.966
H -2.116 3.130 0.575
H 0.978 -1.790 -0.955
H 2.345 -2.689 0.627
H 2.555 -1.310 3.068
H 2.414 1.533 2.068
H 0.436 2.209 0.773
N -1.915 -1.843 -0.843
```

The calculation puts the lowest unoccupied orbital energy at 0.006 eV.

How do the energies compare? Relative to the most stable structure, in hartree: arrangement one 0.0000; arrangement two 0.3353.

Arrangement one

ORCA calculation (ωB97M-V with the def2-TZVPD basis set) on CH3FOS in the gas phase.

The geometry in XYZ format:
```
7
Properties=species:S:1:pos:R:3
C 0.287 0.747 0.177
O 0.512 -0.224 1.142
F 1.196 0.688 -0.854
S -1.311 0.349 -0.662
H 0.233 1.769 0.586
H 0.720 -1.071 0.874
H -1.514 1.741 -0.686
```

Its spin multiplicity is 3. The calculation puts the lowest unoccupied orbital energy (spin up / spin down) at 0.807 / -3.157 eV.

Arrangement two

ORCA calculation (ωB97M-V with the def2-TZVPD basis set) on a 2-piece molecular cluster, CH3FOS overall.

The geometry in XYZ format:
```
7
Properties=species:S:1:pos:R:3
C -1.038 -0.808 0.644
O 1.569 1.156 -1.213
F -0.449 -1.979 0.753
S -0.965 0.271 1.828
H -1.414 -0.786 -0.354
H 1.339 0.246 -0.753
H 0.958 1.900 -0.906
```

Its spin multiplicity is 3. The calculation puts the lowest unoccupied orbital energy (spin up / spin down) at 0.714 / -3.392 eV.

How do the energies compare? Relative to the most stable structure, in hartree: arrangement one 0.0448; arrangement two 0.0000.

Arrangement one

ORCA calculation (ωB97M-V with the def2-TZVPD basis set) on a 2-piece molecular cluster, CHN3O overall.

The geometry in XYZ format:
```
6
Properties=species:S:1:pos:R:3
C 0.581 0.931 -0.618
N 0.171 2.151 -0.141
N 0.973 1.560 0.600
N -0.851 -0.640 -0.329
O -0.329 -1.521 0.366
H -0.545 -2.482 0.122
```

The calculation puts the lowest unoccupied orbital energy (spin up / spin down) at -0.248 / -0.807 eV.

Arrangement two

ORCA calculation (ωB97M-V with the def2-TZVPD basis set) on CHN3O in the gas phase.

The geometry in XYZ format:
```
6
Properties=species:S:1:pos:R:3
C 1.248 -2.926 1.542
N 1.069 -2.025 0.762
N 0.481 -0.696 0.651
N 0.517 0.072 -0.363
O 1.538 -3.917 2.014
H 0.160 1.044 0.095
```

Its SMILES is [H]/N=N/N=C=O. The calculation puts the lowest unoccupied orbital energy at -0.151 eV.

How do the energies compare? Relative to the most stable structure, in hartree: arrangement one 0.1988; arrangement two 0.0000.

Arrangement one

ORCA calculation (ωB97M-V with the def2-TZVPD basis set) on a 2-piece molecular cluster, C2H8N3O overall.

The geometry in XYZ format:
```
14
Properties=species:S:1:pos:R:3
C 0.723 1.375 0.499
C 1.179 0.335 -1.558
N 0.764 2.390 1.053
N -1.045 -1.498 0.654
N 0.502 0.409 -0.220
O -2.240 -0.780 0.731
H 2.117 1.055 -1.520
H 0.412 0.475 -2.212
H 1.539 -0.709 -1.514
H 1.186 2.885 1.869
H -0.112 -0.559 0.174
H -1.064 -2.397 0.180
H -1.010 -1.775 1.638
H -2.951 -1.206 0.226
```

The net charge is +1. The calculation puts the lowest unoccupied orbital energy at -3.052 eV.

Arrangement two

ORCA calculation (ωB97M-V with the def2-TZVPD basis set) on a 2-piece molecular cluster, C2H8N3O overall.

The geometry in XYZ format:
```
14
Properties=species:S:1:pos:R:3
C 1.116 0.578 0.054
C -2.160 -0.063 -0.227
N 1.783 -1.623 0.062
N -1.112 -0.812 0.274
N 1.210 1.865 0.118
O 2.057 -0.255 -0.092
H -3.031 -0.746 -0.136
H -2.444 0.842 0.323
H -2.042 0.115 -1.298
H 2.387 -2.136 -0.575
H 0.783 -1.791 -0.081
H -1.028 -0.761 1.288
H 0.379 2.433 0.202
H 2.104 2.354 0.089
```

The net charge is +1. The calculation puts the lowest unoccupied orbital energy (spin up / spin down) at -6.534 / -5.115 eV.

Arrangement three

ORCA calculation (ωB97M-V with the def2-TZVPD basis set) on a 2-piece molecular cluster, C2H8N3O overall.

The geometry in XYZ format:
```
14
Properties=species:S:1:pos:R:3
C -0.553 -0.320 0.007
C -1.202 -0.553 -1.419
N 0.422 -1.072 0.307
N -0.963 0.809 0.708
N 1.943 0.293 1.127
O 1.379 1.369 0.839
H -0.388 1.574 1.021
H -1.583 0.401 -1.675
H -2.020 -1.239 -1.498
H -0.507 -0.627 -2.153
H 0.705 -1.794 -0.318
H -1.932 0.968 0.654
H 2.226 0.171 2.073
H 2.472 0.020 0.327
```

The net charge is +1. The calculation puts the lowest unoccupied orbital energy (spin up / spin down) at -6.414 / -7.134 eV.

Arrangement four

ORCA calculation (ωB97M-V with the def2-TZVPD basis set) on a 2-piece molecular cluster, C2H8N3O overall.

The geometry in XYZ format:
```
14
Properties=species:S:1:pos:R:3
C 0.065 0.472 1.027
C -1.055 0.251 -1.310
N -0.695 1.606 1.410
N 1.257 -0.050 0.800
N 1.577 -1.349 1.114
O -1.009 0.242 1.794
H -1.030 0.413 -2.385
H -1.980 0.660 -1.121
H -1.190 -0.770 -1.058
H -0.457 2.099 2.305
H 1.986 0.568 0.578
H 1.902 -1.913 0.247
H -0.048 0.668 -1.049
H 0.989 -1.804 1.732
```

The net charge is +1. The calculation puts the lowest unoccupied orbital energy at -5.061 eV.

How do the energies compare? Relative to the most stable structure, in hartree: arrangement one 0.0000; arrangement two 0.0988; arrangement three 0.0605; arrangement four 0.1089.

Arrangement one

ORCA calculation (ωB97M-V with the def2-TZVPD basis set) on C4H5NS2 in the gas phase.

The geometry in XYZ format:
```
12
Properties=species:S:1:pos:R:3
C -0.484 1.717 -0.406
C -0.901 0.532 -0.068
C -1.242 -0.552 0.471
C 1.828 0.088 -0.405
N 0.633 2.419 -0.192
S 2.067 1.634 0.078
S 2.843 -1.272 0.034
H -1.292 2.393 -0.673
H -1.502 -0.377 1.544
H -1.357 -1.482 -0.125
H 0.978 -0.140 -1.042
H 3.585 -0.536 0.891
```

The calculation puts the lowest unoccupied orbital energy (spin up / spin down) at -0.474 / -0.733 eV.

Arrangement two

ORCA calculation (ωB97M-V with the def2-TZVPD basis set) on C4H5NS2 in the gas phase.

The geometry in XYZ format:
```
12
Properties=species:S:1:pos:R:3
C -0.901 0.230 1.685
C -0.480 0.577 -0.823
C 0.753 -0.209 -1.318
C 0.884 -0.710 0.121
H -1.726 0.859 1.490
H -1.442 0.270 -1.228
H -0.401 1.663 -0.844
H 0.591 -1.026 -2.023
H 1.615 0.414 -1.607
N -0.223 0.019 0.508
S -0.598 -0.406 3.142
S 1.928 -1.680 0.899
```

Its SMILES is S=CN1CCC1=S. The calculation puts the lowest unoccupied orbital energy at -0.634 eV.

How do the energies compare? Relative to the most stable structure, in hartree: arrangement one 0.1295; arrangement two 0.0000.